Record 1
# C56H114F12KN5O8

C56H114F12KN5O8 as an isolated structure in a non-equilibrium geometry (ωB97M-V/def2-TZVPD, OMol25).

The geometry in ORCA input format:
```
! RIJCOSX wB97M-V def2-TZVPD def2/J DEFGRID3
* xyz 2 1
K 1.56493 -0.07562 -0.04368
C -3.88625 4.98945 -4.91286
C -2.63974 4.89340 -4.02211
C -3.04025 4.38502 -2.64432
N -1.91316 4.20154 -1.63666
C -0.89439 3.21962 -2.13943
C -2.54217 3.78595 -0.34183
C -2.12258 4.84708 0.66824
C -0.84204 5.38409 0.09704
C -1.07618 5.49383 -1.38978
H -4.43440 4.05254 -4.98600
H -3.66866 5.33420 -5.87013
H -4.53944 5.72915 -4.42704
H -2.26523 5.89848 -3.94837
H -2.03668 4.29164 -4.58052
H -3.64131 3.47890 -2.65185
H -3.64238 5.26716 -2.20911
H -0.45792 3.54670 -3.09235
H -1.49260 2.32774 -2.38390
H -0.12189 3.06581 -1.37526
H -2.09649 2.85682 -0.15094
H -3.62568 3.62907 -0.37529
H -1.97971 4.52755 1.69787
H -2.87669 5.60961 0.76180
H -0.02421 4.60407 0.27655
H -0.49071 6.23624 0.59714
H -0.24065 5.41983 -2.10496
H -1.67909 6.36492 -1.56746
C 4.76082 5.28058 6.74846
C 4.56177 5.25535 5.20220
C 3.20813 4.72265 4.80741
N 3.02834 4.49862 3.31062
C 2.68713 5.72717 2.52557
C 2.00439 3.39775 3.10358
C 2.78474 2.08136 3.06676
C 4.25759 2.41876 2.88445
C 4.20573 3.90663 2.58421
H 3.83920 5.60572 7.19697
H 5.54691 5.90639 7.12281
H 4.91428 4.22336 7.03370
H 5.45115 4.80231 4.82418
H 4.59964 6.33296 4.86947
H 2.45554 5.50626 5.10030
H 3.03535 3.77645 5.38403
H 1.84003 6.24519 2.96595
H 2.46438 5.39224 1.53798
H 3.56266 6.34014 2.71774
H 1.69764 3.54811 2.07979
H 1.18449 3.56889 3.81775
H 2.40499 1.48268 2.27822
H 2.74866 1.37405 3.91771
H 4.78274 1.85710 2.05103
H 4.72557 2.21307 3.79488
H 3.98434 3.91780 1.53058
H 5.12653 4.51603 2.73261
C -3.79255 -5.10566 -4.93048
C -2.30327 -4.76566 -4.97604
C -1.86882 -4.03007 -3.78304
N -0.46585 -3.85777 -3.59377
C 0.13981 -3.18300 -4.79128
C 0.31055 -5.17504 -3.31763
C -0.03088 -5.49779 -1.85070
C -0.36170 -4.11792 -1.15120
C -0.26461 -3.08618 -2.31825
H -4.03106 -5.92556 -4.27066
H -3.96652 -5.45531 -5.92616
H -4.42151 -4.18999 -4.69487
H -2.27893 -4.17791 -5.89517
H -1.59175 -5.61617 -5.09425
H -2.25909 -4.54521 -2.90235
H -2.26836 -3.08971 -3.79417
H -0.49829 -2.29088 -5.08488
H 0.22392 -3.90879 -5.56174
H 1.07450 -2.74903 -4.57109
H 1.35420 -4.94493 -3.49822
H 0.04817 -5.94423 -4.01655
H 0.72349 -6.08281 -1.29204
H -0.91384 -6.11722 -1.86124
H 0.31946 -3.93169 -0.31007
H -1.36871 -4.09967 -0.73895
H 0.69018 -2.58378 -2.41726
H -1.03247 -2.30096 -2.29963
C 4.45516 -1.99670 4.72322
C 4.58661 -3.24714 3.86400
C 3.87427 -3.01648 2.57083
N 4.37366 -4.07212 1.47241
C 5.74856 -3.56335 1.03411
C 3.39374 -4.25188 0.31990
C 3.95768 -5.47802 -0.43184
C 4.79754 -6.25719 0.63455
C 4.65557 -5.48249 1.89766
H 3.38593 -1.89794 4.98212
H 4.94217 -1.12549 4.28689
H 4.89519 -2.13999 5.73973
H 4.05748 -3.99975 4.43497
H 5.59049 -3.61400 3.70933
H 4.06740 -2.12363 2.01457
H 2.78997 -3.03373 2.71361
H 6.35427 -3.70080 1.90451
H 5.62533 -2.50506 0.69905
H 6.15630 -4.13131 0.21498
H 3.47825 -3.34186 -0.22997
H 2.39208 -4.42223 0.71606
H 4.53624 -5.01969 -1.27799
H 3.12732 -6.04248 -0.93888
H 5.83295 -6.19907 0.28013
H 4.43470 -7.28608 0.75456
H 5.53991 -5.51301 2.50448
H 3.77752 -5.82230 2.37745
C -3.93448 1.41180 4.31666
C -4.46959 1.14329 2.87634
C -5.26754 -0.19019 2.76062
N -5.97110 -0.45262 1.43816
C -4.95361 -0.40934 0.36803
C -7.12859 0.51405 1.25993
C -8.27429 -0.15410 2.02717
C -7.89798 -1.63213 2.16789
C -6.68265 -1.81208 1.27156
H -3.24148 0.70692 4.72085
H -4.79528 1.50100 4.97261
H -3.56663 2.43498 4.30615
H -3.65107 1.08025 2.28547
H -5.05074 2.05824 2.59798
H -6.11265 -0.24341 3.53721
H -4.62071 -1.04674 2.85084
H -4.10541 -1.02616 0.65994
H -4.55949 0.61208 0.30286
H -5.32074 -0.74233 -0.61806
H -7.29046 0.57976 0.18090
H -6.88998 1.50963 1.64398
H -9.23233 0.11396 1.55376
H -8.45564 0.34541 3.03754
H -8.74449 -2.30569 1.96205
H -7.60891 -1.74206 3.19280
H -7.01469 -1.89863 0.20343
H -5.97426 -2.60845 1.50899
C 2.85644 2.52319 -0.94832
O 3.91267 1.84539 -0.17357
O 1.79256 2.64971 -0.22894
C 3.35021 3.89430 -1.47901
F 3.99376 3.70829 -2.63767
F 2.29007 4.74037 -1.63062
F 4.19532 4.47114 -0.62450
C 5.03171 1.36426 -1.02612
C 6.39383 1.58589 -0.32165
H 6.47238 2.65512 -0.12803
H 6.68001 0.97115 0.51649
H 7.12536 1.41715 -1.09290
H 5.04484 1.92131 -1.93488
H 4.92017 0.32694 -1.29935
H 2.73942 1.88592 -1.83693
C -3.60631 1.26972 -3.24474
O -4.93178 1.68267 -3.38954
O -3.24790 1.24894 -2.00345
C -3.45666 -0.15704 -3.92578
F -2.23005 -0.63711 -3.79395
F -4.30306 -0.99231 -3.29773
F -3.75731 -0.14728 -5.17913
C -5.73349 1.45321 -2.24160
C -7.11784 2.19897 -2.27915
H -7.47157 2.01365 -1.24284
H -7.13555 3.32208 -2.47387
H -7.75637 1.75303 -3.09760
H -5.16746 1.72251 -1.39477
H -5.92182 0.38467 -2.11999
H -3.00446 1.95697 -3.91534
C 0.28920 -1.89931 2.62282
O 0.22516 -3.26343 2.39642
O 1.39676 -1.44463 2.06806
C -1.00564 -1.32060 1.92687
F -2.22161 -1.88020 2.40983
F -1.02216 0.01902 2.07115
F -1.11786 -1.51692 0.61071
C 0.33397 -4.06516 3.48308
C -0.03082 -5.47537 3.08380
H 0.54177 -5.86315 2.21358
H 0.13500 -6.24908 3.88251
H -1.07938 -5.52043 2.82520
H -0.35952 -3.81222 4.37794
H 1.38120 -4.14759 3.87390
H 0.24805 -1.60917 3.64093
C 3.57303 -1.53040 -2.16486
O 2.23734 -1.02895 -2.67756
O 3.64927 -1.70465 -0.91619
C 3.95664 -2.77296 -3.01465
F 5.25044 -3.15424 -2.82833
F 3.07927 -3.84477 -2.88712
F 3.99855 -2.44356 -4.30595
C 2.13349 -0.18992 -3.83623
C 0.91986 0.85544 -3.71982
H -0.01189 0.27878 -3.81694
H 0.98808 1.42726 -2.74937
H 1.02800 1.46782 -4.60995
H 1.90639 -0.82362 -4.69814
H 3.07418 0.28916 -4.12631
H 4.21126 -0.76313 -2.53815
*
```

Frontier orbital gap   0.292 Ha
LUMO   -3.26 eV
Highest occupied orbital energy   -11.22 eV
Strongest force on any atom   0.069 Eh/bohr



Record 2
# C20H18N3O5

An isolated ion of composition C20H18N3O5 and charge -1 in a non-equilibrium geometry (ωB97M-V/def2-TZVPD, OMol25).

The geometry in ORCA input format:
```
! RIJCOSX wB97M-V def2-TZVPD def2/J DEFGRID3
* xyz -1 1
C -5.12463 -3.04806 -1.13692
O -4.95185 -1.69147 -0.66365
C -3.69378 -1.16939 -0.67238
C -3.53222 0.13320 -0.13999
C -2.27599 0.71190 -0.10879
C -1.14252 0.02568 -0.56312
C 0.24323 0.65388 -0.38918
C 1.35351 -0.32479 -0.34961
C 2.70677 0.25443 -0.36142
O 2.95065 1.44512 -0.42904
O 3.74679 -0.64314 -0.24897
C 3.39715 -2.03457 -0.47656
C 3.03377 -2.28893 -1.93080
C 4.63682 -2.85566 -0.09709
O 2.34120 -2.39981 0.42488
C 1.22453 -1.57214 0.43107
O 0.26406 -1.92560 1.08262
C -1.31750 -1.22601 -1.16393
C -2.56459 -1.84370 -1.19745
H -6.16001 -3.27696 -0.89323
H -4.96364 -3.09666 -2.22151
H -4.44558 -3.74139 -0.62093
H -4.40274 0.66036 0.24539
H -2.16582 1.72239 0.28431
H 0.44342 1.38655 -1.18898
H 2.14404 -1.72375 -2.23725
H 3.88034 -1.99516 -2.56403
H 2.84121 -3.36000 -2.07475
H 4.90033 -2.66279 0.94725
H 4.43900 -3.92387 -0.22638
H 5.47731 -2.56930 -0.73843
H -0.46570 -1.75179 -1.59043
H -2.65769 -2.84897 -1.60680
C -0.58714 4.97683 0.93923
C -0.41992 3.73042 0.31587
C 0.01222 2.70259 1.13199
C 0.35940 2.84573 2.48531
C 0.15331 4.08562 3.10898
C -0.31846 5.12972 2.31362
N 0.94779 1.65189 2.90708
N 0.97041 0.81988 1.88101
N 0.34856 1.38999 0.83444
H -0.93082 5.83697 0.36400
H -0.58330 3.52560 -0.74124
H 0.37069 4.17403 4.17228
H -0.48260 6.11115 2.76350
*
```

Structure (SMILES)   COc1ccc([C@H](C2=C([O-])OC(C)(C)OC2=O)n2nnc3ccccc32)cc1
Frontier orbital gap   0.251 Ha
Relative energy (zero: lowest compared OMol25 entry of this formula, charge and spin)   0.0 kcal/mol
LUMO   2.78 eV
Highest occupied orbital energy   -4.04 eV
Strongest force on any atom   0.057 Eh/bohr



Record 3
# H8O4

A 4-piece molecular cluster, H8O4 overall in a non-equilibrium geometry (ωB97M-V/def2-TZVPD, OMol25).

The geometry in ORCA input format:
```
! RIJCOSX wB97M-V def2-TZVPD def2/J DEFGRID3
* xyz 0 1
O -0.53886 -0.63861 1.97847
H -1.24267 -1.19314 1.86938
H 0.08867 -1.36257 2.17286
O 1.00778 2.54172 1.24883
H 1.67531 1.98533 1.79729
H 0.70968 2.06536 0.59136
O -0.53992 -1.13631 -2.58936
H -0.39324 -0.40545 -3.30356
H -0.03374 -2.03816 -2.84148
O -0.07669 0.35806 -0.32283
H -0.16045 -0.08537 -1.02339
H -0.49587 -0.09084 0.42242
*
```

Structure (SMILES)   O.O.O.O
Frontier orbital gap   0.397 Ha
Relative energy (zero: lowest compared OMol25 entry of this formula, charge and spin)   57.9 kcal/mol
LUMO   0.35 eV
Highest occupied orbital energy   -10.45 eV
Strongest force on any atom   0.205 Eh/bohr



Record 4
# C6H10S

A 2-piece molecular cluster, C6H10S overall in a non-equilibrium geometry (ωB97M-V/def2-TZVPD, OMol25).

The geometry in ORCA input format:
```
! RIJCOSX wB97M-V def2-TZVPD def2/J DEFGRID3
* xyz 0 3
C 1.20622 -1.31029 0.18103
C 0.93980 -2.47379 -0.37924
C -1.42669 1.59239 -0.38235
C 1.71628 -0.31140 0.89824
C -2.42669 0.70844 -0.53296
C 1.93584 1.04120 0.39347
S -2.62419 -0.83367 0.22963
H 0.07331 -3.07728 -0.56843
H 1.89245 -3.05139 -0.72660
H -0.68782 1.52956 0.31362
H -1.41863 2.42653 -0.99787
H 1.84645 -0.53915 1.99232
H -3.09536 0.95040 -1.35078
H 1.04094 1.59071 0.39706
H 2.40148 1.03130 -0.58176
H 2.63420 1.62427 1.12044
H -4.00758 -0.89783 -0.00584
*
```

Frontier orbital gap (spin up / spin down)   0.211 / 0.267 Ha
⟨S²⟩   2.01
Relative energy (zero: lowest compared OMol25 entry of this formula, charge and spin)   68.5 kcal/mol
LUMO (spin up / spin down)   0.69 / -1.95 eV
Highest occupied orbital energy (spin up / spin down)   -5.04 / -9.21 eV
Strongest force on any atom   0.157 Eh/bohr



Record 5
# C5H15NO3

A 4-piece molecular cluster, C5H15NO3 overall in a non-equilibrium geometry (ωB97M-V/def2-TZVPD, OMol25).

The geometry in ORCA input format:
```
! RIJCOSX wB97M-V def2-TZVPD def2/J DEFGRID3
* xyz 0 1
N -1.16018 -0.42699 0.45527
C -0.75599 0.74884 1.09701
C -1.28812 1.92849 0.76658
C -2.26829 1.96950 -0.35370
C -1.98147 2.40459 -1.57581
C 0.18353 0.58061 2.25481
H -0.70712 -1.28269 0.74945
H -0.96431 -0.41477 -0.54053
H -0.96402 2.86777 1.19298
H -3.15873 1.37624 -0.16564
H -2.58030 2.32580 -2.47455
H -1.13046 3.07150 -1.68840
H -0.10659 -0.25700 2.88660
H 0.21077 1.48412 2.85760
H 1.17985 0.39471 1.84632
H 3.18941 -1.97812 0.46651
H 2.32344 -2.71228 1.50783
O 2.42603 -1.87395 1.04973
H 2.65234 -1.21945 -2.00552
H 2.64011 -0.46537 -0.70432
O 3.24686 -0.78805 -1.38084
H -0.78846 -2.30064 -2.62125
H -0.06491 -3.18894 -1.70749
O -0.13338 -2.24393 -1.91262
*
```

Structure (SMILES)   C=C/C=C(/C)N.O.O.O
Frontier orbital gap   0.296 Ha
Relative energy (zero: lowest compared OMol25 entry of this formula, charge and spin)   48.0 kcal/mol
LUMO   0.24 eV
Highest occupied orbital energy   -7.81 eV
Strongest force on any atom   0.023 Eh/bohr



Record 6
# C8H12NO2

A 2-piece molecular cluster, C8H12NO2 overall in a non-equilibrium geometry (ωB97M-V/def2-TZVPD, OMol25).

The geometry in ORCA input format:
```
! RIJCOSX wB97M-V def2-TZVPD def2/J DEFGRID3
* xyz 1 1
C 3.77793 -1.26878 -0.20462
C 3.07607 -0.27905 0.00409
C 2.46518 0.81051 0.44783
C -1.84579 1.58697 -0.37762
C -2.26519 0.82480 0.84987
C 0.11416 -0.05785 -0.53871
C -0.53444 -0.84278 0.55907
C -0.16890 -2.29545 0.04309
N -0.34162 1.28361 -0.80068
O 2.01793 1.86007 0.70423
O -1.91505 -0.57467 0.57889
H 4.61395 -1.79302 -0.55567
H -2.27028 1.07952 -1.26870
H -1.88297 2.58837 -0.23824
H -1.68679 1.29596 1.64721
H -3.26928 0.99949 0.88300
H 0.61350 -0.40324 -1.42747
H -0.00947 -0.54488 1.63045
H -0.66648 -2.97356 0.74787
H 0.83706 -2.27886 0.11288
H -0.63133 -2.48682 -0.90683
H -0.07093 1.41451 -1.72405
H 0.04274 2.05514 -0.16591
*
```

Frontier orbital gap (spin up / spin down)   0.218 / 0.218 Ha
Relative energy (zero: lowest compared OMol25 entry of this formula, charge and spin)   166.4 kcal/mol
LUMO (spin up / spin down)   -5.22 / -5.22 eV
Highest occupied orbital energy (spin up / spin down)   -11.14 / -11.14 eV
Strongest force on any atom   0.110 Eh/bohr



Record 7
# C8H15IOSi

One molecule with the formula C8H15IOSi in a non-equilibrium geometry (ωB97M-V/def2-TZVPD, OMol25).

The geometry in ORCA input format:
```
! RIJCOSX wB97M-V def2-TZVPD def2/J DEFGRID3
* xyz 0 1
C 1.80226 -0.96829 -2.27456
C 1.21487 -0.55766 -0.85944
C 2.87652 -0.62563 -1.37968
C 0.35479 0.41059 -0.29332
C -2.57413 1.18995 0.30011
C -1.22549 -1.51301 1.68340
C -0.39079 1.50945 2.48115
C 3.98270 0.32778 -1.84268
O 3.89159 1.66437 -1.41651
Si -0.96143 0.25165 1.10286
I 0.60049 2.35579 -1.30676
H 1.50024 -0.18209 -2.93685
H 1.34605 -1.90632 -2.61875
H 0.83241 -1.38855 -0.23669
H -3.24940 0.73006 -0.47890
H -3.28216 1.39881 1.14498
H -2.41643 2.16715 -0.18462
H -2.25267 -1.51966 2.03136
H -1.14482 -2.23500 0.92759
H -0.53226 -1.65925 2.49030
H -1.10310 1.87652 3.23008
H 0.54094 1.16037 3.03618
H 0.02230 2.26178 1.92532
H 5.02748 0.07544 -1.59595
H 3.89935 0.32032 -2.99371
H 4.28055 2.37410 -1.93280
*
```

Frontier orbital gap (spin up / spin down)   0.282 / 0.253 Ha
Relative energy (zero: lowest compared OMol25 entry of this formula, charge and spin)   38.3 kcal/mol
LUMO (spin up / spin down)   -0.62 / -0.40 eV
Highest occupied orbital energy (spin up / spin down)   -8.30 / -7.29 eV
Strongest force on any atom   0.068 Eh/bohr



Record 8
# C5H35NO15

A 14-piece molecular cluster, C5H35NO15 overall in a non-equilibrium geometry (ωB97M-V/def2-TZVPD, OMol25).

The geometry in ORCA input format:
```
! RIJCOSX wB97M-V def2-TZVPD def2/J DEFGRID3
* xyz -1 2
C 1.95595 -0.40223 -0.98248
N 1.64191 -0.81257 -2.35372
C 0.65246 -0.09999 -3.01791
O 0.49482 -0.39312 -4.16574
C 1.80155 -1.72835 -0.23627
C 3.05431 -1.91350 0.68382
C 3.13068 -0.80746 1.62531
O 2.01937 -0.54986 2.20496
H 3.05294 -0.10449 -0.93827
H 1.37012 0.35194 -0.52943
H 2.44987 -1.17782 -2.85017
H -0.01950 0.71367 -2.55219
H 2.03162 -2.57858 -0.94326
H 0.81151 -1.91803 0.29644
H 4.07931 -1.99356 0.02928
H 2.93089 -2.89267 1.17762
H 3.80485 -0.06978 1.52521
H 4.41321 1.02455 -1.07763
H 5.06971 0.42603 0.16456
O 5.14937 0.32257 -0.78937
H -2.09655 -2.13732 2.60828
H -2.49340 -0.76479 2.55488
O -1.84784 -1.30144 3.09788
H -1.83013 -2.75902 -3.85612
H -1.71134 -1.29709 -4.01571
O -1.83592 -1.95707 -3.37431
H -2.46535 2.08558 1.43781
H -1.89666 0.92096 2.39468
O -2.65935 1.53954 2.15749
H 2.14584 1.56898 1.17316
H 2.94684 2.62064 0.22754
O 2.79884 1.72589 0.32047
H -1.97907 -2.17693 -0.49005
H -1.14342 -1.78292 -1.72286
O -1.19544 -2.32197 -0.98315
H 2.33195 3.41205 -1.89049
H 1.40607 3.26058 -0.50993
O 1.41311 3.48257 -1.43872
H 0.02857 -0.13066 0.91438
H -0.25191 -0.68489 2.18879
O -0.68777 -0.10935 1.49688
H -3.75445 0.23127 -0.98936
H -4.33646 1.56839 -1.67479
O -4.53213 0.71140 -1.19999
H 0.44688 1.40300 2.39131
H 1.92320 2.13390 3.12562
O 1.20482 1.97296 2.47286
H -3.77387 0.50418 1.78189
H -4.92791 0.17991 0.78940
O -4.34802 -0.22037 1.44400
H -3.60705 -1.54102 0.85325
H -3.98914 -2.92261 1.23988
O -3.19304 -2.43171 0.86337
H -1.33495 2.76855 -0.46878
H -2.38701 3.92041 0.14212
O -2.26295 3.13162 -0.33244
*
```

Frontier orbital gap (spin up / spin down)   0.101 / 0.230 Ha
⟨S²⟩   0.75
Relative energy (zero: lowest compared OMol25 entry of this formula, charge and spin)   74.7 kcal/mol
LUMO (spin up / spin down)   2.14 / 2.12 eV
Highest occupied orbital energy (spin up / spin down)   -0.61 / -4.15 eV
Strongest force on any atom   0.085 Eh/bohr